i) {
  "formula": "C29H58O13",
  "method": "the ωB97M-V functional and the def2-TZVPD basis",
  "elements": ["O", "C", "O", "C", "C", "C", "H", "H", "H", "H", "H", "H", "H", "H", "O", "C", "O", "C", "C", "C", "H", "H", "H", "H", "H", "H", "H", "H", "O", "C", "O", "C", "C", "C", "H", "H", "H", "H", "H", "H", "H", "H", "O", "C", "O", "C", "C", "C", "H", "H", "H", "H", "H", "H", "H", "H", "O", "C", "O", "C", "C", "C", "H", "H", "H", "H", "H", "H", "H", "H", "C", "C", "O", "C", "H", "H", "H", "H", "H", "H", "C", "C", "O", "C", "H", "H", "H", "H", "H", "H", "C", "C", "O", "C", "H", "H", "H", "H", "H", "H"],
  "positions_angstrom": [[-0.297, 8.759, -2.447], [0.867, 8.526, -2.258], [1.200, 7.726, -1.193], [0.254, 7.371, -0.244], [0.990, 6.454, 0.834], [2.071, 8.930, -3.184], [-0.719, 6.812, -0.688], [-0.104, 8.298, 0.299], [1.350, 5.612, 0.425], [0.312, 6.352, 1.581], [1.796, 7.110, 1.382], [2.586, 8.097, -3.326], [2.529, 9.826, -2.686], [1.504, 9.151, -4.287], [1.455, 2.003, -0.475], [0.352, 1.690, -0.109], [-0.333, 0.557, -0.400], [0.360, -0.466, -1.061], [-0.334, -1.827, -0.878], [-0.488, 2.599, 0.675], [1.300, -0.743, -0.610], [0.454, -0.314, -2.112], [-0.842, -1.955, 0.146], [0.343, -2.454, -1.373], [-1.297, -1.556, -1.566], [-1.046, 1.846, 1.387], [-0.997, 3.180, -0.142], [0.019, 3.189, 1.296], [-3.021, 0.404, 1.832], [-3.497, -0.606, 1.394], [-3.945, -0.861, 0.202], [-3.846, 0.024, -0.772], [-3.944, -0.607, -2.125], [-3.558, -1.810, 2.301], [-3.067, 0.805, -0.522], [-4.738, 0.631, -0.556], [-3.261, -1.250, -2.509], [-4.213, 0.200, -2.852], [-4.734, -1.169, -2.123], [-2.631, -2.166, 2.399], [-4.193, -2.504, 1.752], [-4.147, -1.413, 3.116], [-1.625, 2.986, 5.995], [-1.530, 3.065, 4.794], [-0.516, 2.762, 4.022], [0.657, 2.552, 4.552], [1.793, 2.346, 3.542], [-2.679, 3.509, 3.914], [0.560, 1.739, 5.413], [0.832, 3.540, 5.124], [1.580, 1.620, 2.705], [2.546, 1.963, 4.162], [2.015, 3.384, 3.208], [-2.597, 3.847, 2.895], [-3.334, 4.010, 4.503], [-3.276, 2.654, 3.543], [3.430, -2.979, -1.009], [2.934, -4.080, -0.780], [2.330, -4.918, -1.644], [2.109, -4.462, -2.959], [0.863, -5.105, -3.633], [3.275, -4.777, 0.549], [2.799, -4.663, -3.680], [2.081, -3.506, -2.879], [0.758, -5.052, -4.599], [0.073, -4.503, -3.327], [0.864, -6.283, -3.176], [4.236, -4.378, 0.833], [3.227, -5.817, 0.547], [2.467, -4.361, 1.258], [-4.702, -4.535, -0.940], [-3.858, -5.337, 0.146], [-4.405, -6.361, 0.968], [-2.380, -5.031, 0.270], [-4.804, -3.421, -0.491], [-5.398, -5.196, -1.242], [-4.114, -4.489, -1.793], [-1.790, -5.539, -0.537], [-1.922, -5.425, 1.314], [-2.251, -3.951, 0.324], [0.642, -1.218, 2.649], [0.628, -2.680, 2.885], [-0.224, -3.470, 2.276], [1.672, -3.160, 3.772], [1.583, -1.103, 2.034], [0.810, -0.626, 3.497], [-0.188, -0.852, 2.186], [1.691, -2.660, 4.648], [2.788, -3.067, 3.439], [1.457, -4.228, 4.121], [4.717, -1.067, -5.361], [3.294, -0.956, -4.601], [2.329, -1.586, -5.011], [3.282, -0.254, -3.328], [5.381, -0.802, -4.901], [4.800, -0.371, -6.331], [4.837, -2.159, -5.666], [2.298, 0.000, -3.234], [3.881, 0.630, -3.187], [3.584, -0.629, -2.307]],
  "homo_ev": -9.458,
  "gap_ev": 9.77,
  "smiles": "CCOC(C)=O.CCOC(C)=O.CCOC(C)=O.CCOC(C)=O.CCOC(C)=O.CC(C)=O.CC(C)=O.CC(C)=O",
  "lumo_energy_ev": 0.312
}

***

ii) {
  "formula": "C29H58O13",
  "method": "the ωB97M-V functional and the def2-TZVPD basis",
  "elements": ["O", "C", "O", "C", "C", "C", "H", "H", "H", "H", "H", "H", "H", "H", "O", "C", "O", "C", "C", "C", "H", "H", "H", "H", "H", "H", "H", "H", "O", "C", "O", "C", "C", "C", "H", "H", "H", "H", "H", "H", "H", "H", "O", "C", "O", "C", "C", "C", "H", "H", "H", "H", "H", "H", "H", "H", "O", "C", "O", "C", "C", "C", "H", "H", "H", "H", "H", "H", "H", "H", "C", "C", "O", "C", "H", "H", "H", "H", "H", "H", "C", "C", "O", "C", "H", "H", "H", "H", "H", "H", "C", "C", "O", "C", "H", "H", "H", "H", "H", "H"],
  "positions_angstrom": [[0.435, -2.987, -3.949], [1.387, -2.191, -4.248], [2.519, -2.482, -5.104], [2.502, -3.772, -5.882], [3.897, -3.992, -6.592], [1.524, -0.859, -3.568], [1.763, -3.702, -6.678], [2.310, -4.565, -5.152], [4.102, -3.335, -7.239], [4.042, -5.113, -7.026], [4.923, -3.869, -5.976], [2.194, -1.072, -2.584], [0.443, -0.546, -3.208], [2.171, -0.125, -4.167], [-6.846, 0.541, 2.022], [-5.637, 0.527, 2.472], [-4.812, 1.487, 2.731], [-5.217, 2.880, 2.507], [-4.173, 3.774, 2.885], [-4.996, -0.868, 2.617], [-5.984, 3.328, 3.226], [-5.599, 3.199, 1.408], [-3.225, 3.688, 2.498], [-4.085, 3.892, 4.110], [-4.525, 4.866, 2.669], [-4.907, -1.515, 1.672], [-5.500, -1.628, 3.336], [-3.945, -0.631, 3.018], [5.151, -1.364, 2.914], [4.554, -1.466, 1.842], [3.510, -2.266, 1.622], [3.166, -3.392, 2.425], [1.965, -4.093, 1.946], [4.913, -0.573, 0.556], [3.211, -3.077, 3.460], [3.900, -4.293, 2.445], [1.297, -4.691, 2.609], [2.211, -4.606, 1.046], [1.240, -3.316, 1.726], [5.982, -0.805, 0.249], [5.009, 0.363, 0.851], [4.125, -0.778, -0.429], [3.013, 2.474, 1.368], [3.640, 3.548, 1.330], [3.256, 4.366, 0.354], [2.397, 4.136, -0.733], [2.443, 5.346, -1.512], [4.527, 4.083, 2.256], [1.581, 4.139, -0.168], [2.701, 3.260, -1.203], [3.485, 5.509, -2.040], [2.066, 6.317, -1.036], [1.743, 5.127, -2.507], [4.220, 4.784, 2.996], [5.392, 4.499, 1.686], [4.890, 3.228, 2.711], [-2.578, -0.298, -4.712], [-2.366, -0.365, -3.442], [-2.000, 0.681, -2.763], [-1.858, 1.922, -3.269], [-1.173, 2.811, -2.190], [-2.625, -1.546, -2.619], [-3.011, 2.357, -3.506], [-1.513, 1.967, -4.273], [-0.217, 2.250, -1.956], [-1.781, 2.829, -1.329], [-1.005, 3.905, -2.542], [-2.705, -1.137, -1.793], [-1.906, -2.192, -2.887], [-3.475, -1.747, -2.774], [0.547, -0.002, 0.524], [-0.626, -0.066, 1.417], [-0.783, -0.956, 2.220], [-1.759, 0.973, 1.313], [0.214, -0.499, -0.391], [1.254, -0.515, 0.894], [0.893, 1.130, 0.518], [-2.301, 0.430, 0.496], [-1.122, 1.770, 1.277], [-2.384, 1.016, 2.105], [-0.029, 3.243, 3.653], [0.565, 2.115, 4.660], [0.927, 2.549, 5.979], [0.903, 0.723, 4.221], [0.422, 3.045, 2.588], [0.108, 4.238, 4.123], [-1.004, 2.995, 3.509], [1.658, 0.820, 3.494], [-0.118, 0.322, 3.925], [1.548, 0.217, 5.099], [-3.776, -5.509, -1.088], [-3.577, -4.193, -0.257], [-4.606, -3.325, -0.149], [-2.198, -3.986, 0.171], [-4.631, -5.572, -1.562], [-3.611, -6.421, -0.484], [-2.969, -5.554, -1.891], [-2.116, -2.972, 0.797], [-1.458, -3.934, -0.564], [-2.082, -4.870, 0.901]],
  "homo_ev": -9.394,
  "gap_ev": 9.56,
  "smiles": "CCOC(C)=O.CCOC(C)=O.CCOC(C)=O.CCOC(C)=O.CCOC(C)=O.CC(C)=O.CC(C)=O.CC(C)=O",
  "lumo_energy_ev": 0.170
}

***

It is ii) that is the least stable of them.

***

i) {
  "formula": "C3H3F3O",
  "method": "the ωB97M-V functional and the def2-TZVPD basis",
  "elements": ["C", "C", "C", "O", "F", "F", "F", "H", "H", "H"],
  "positions_angstrom": [[-1.698, 1.129, -0.553], [1.087, -0.275, 0.832], [0.563, -0.623, -0.511], [-1.586, 2.226, -0.103], [-2.775, 0.384, -0.924], [1.168, -0.579, -1.677], [-0.142, -1.721, -0.522], [0.843, -1.138, 1.510], [0.383, 0.478, 1.133], [2.158, 0.120, 0.815]],
  "homo_ev": [-9.526, -8.302],
  "gap_ev": [9.93, 7.33],
  "lumo_energy_ev": [0.406, -0.972]
}

***

ii) {
  "formula": "C3H3F3O",
  "method": "the ωB97M-V functional and the def2-TZVPD basis",
  "elements": ["C", "C", "C", "O", "F", "F", "F", "H", "H", "H"],
  "positions_angstrom": [[-1.944, 0.480, 0.404], [-1.488, -0.637, -0.161], [0.152, -0.931, -0.215], [0.804, 0.247, -0.422], [-3.229, 0.851, 0.387], [-2.175, -1.667, -0.630], [0.481, -1.324, 1.094], [-1.187, 1.360, 0.746], [0.526, -1.784, -0.891], [0.407, 0.937, 0.215]],
  "homo_ev": -10.251,
  "gap_ev": 10.89,
  "smiles": "O[C@@H](F)/C(F)=C/F",
  "lumo_energy_ev": 0.638
}

***

It is i) that is the least stable of them.

***

i) {
  "formula": "C3HN3O2",
  "method": "the ωB97M-V functional and the def2-TZVPD basis",
  "elements": ["C", "C", "C", "N", "N", "N", "O", "O", "H"],
  "positions_angstrom": [[1.082, 0.213, 0.867], [0.298, -1.350, -0.625], [-0.030, -0.588, 0.554], [2.046, 0.786, 1.032], [0.664, -1.636, -1.690], [-0.990, 0.922, -0.342], [-2.119, 0.611, -0.527], [-0.341, 1.844, -0.674], [-0.610, -0.802, 1.406]],
  "homo_ev": [-10.954, -10.955],
  "gap_ev": [8.98, 8.98],
  "lumo_energy_ev": [-1.973, -1.974]
}

***

ii) {
  "formula": "C3HN3O2",
  "method": "the ωB97M-V functional and the def2-TZVPD basis",
  "elements": ["C", "C", "C", "N", "N", "N", "O", "O", "H"],
  "positions_angstrom": [[0.774, -1.398, -0.295], [-1.123, 0.007, 0.095], [0.112, 2.022, -0.587], [-0.076, 3.164, -0.531], [0.947, -0.943, 0.763], [-0.343, 0.771, -0.389], [0.652, -2.057, -1.232], [-1.446, -1.020, 0.533], [0.503, -0.546, 1.644]],
  "homo_ev": -10.692,
  "gap_ev": 9.98,
  "smiles": "N#CN=C=O.N=C=O",
  "lumo_energy_ev": -0.711
}

***

It is i) that is the least stable of them.

***

i) {
  "formula": "C2H4",
  "method": "the ωB97M-V functional and the def2-TZVPD basis",
  "elements": ["C", "C", "H", "H", "H", "H"],
  "positions_angstrom": [[-0.457, -0.390, 0.176], [0.334, 0.549, -0.096], [-0.665, -1.083, -0.784], [-0.644, -0.881, 1.153], [0.926, 0.398, -1.105], [0.505, 1.407, 0.656]],
  "homo_ev": -9.970,
  "gap_ev": 11.34,
  "smiles": "C=C",
  "lumo_energy_ev": 1.369
}

***

ii) {
  "formula": "C2H4",
  "method": "the ωB97M-V functional and the def2-TZVPD basis",
  "elements": ["C", "C", "H", "H", "H", "H"],
  "positions_angstrom": [[0.496, -0.342, 0.247], [-0.475, 0.366, -0.252], [1.024, -0.076, 1.169], [0.628, -1.344, -0.179], [-0.722, 1.300, 0.128], [-1.057, -0.022, -1.091]],
  "homo_ev": -10.332,
  "gap_ev": 11.79,
  "smiles": "C=C",
  "lumo_energy_ev": 1.458
}

***

It is i) that is the least stable of them.